Below is C51H63N11 as an isolated structure at a distorted geometry, with properties calculated with ωB97M-V with the def2-TZVPD basis set.

Geometry as XYZ:
```
125
Properties=species:S:1:pos:R:3:mulliken_charge:R:1
N -3.23676 1.99251 -4.70224 -0.708
C -2.36846 2.02897 -5.70424 -0.452
C -1.04059 2.53337 -5.54987 -0.689
C -0.60935 2.89371 -4.34116 -1.032
C -1.48906 2.85344 -3.26181 1.081
C -2.77144 2.44870 -3.49872 -0.057
H -2.69322 1.86160 -6.72056 0.441
H -0.45407 2.62092 -6.45249 0.424
H 0.43780 3.02967 -4.11444 0.342
H -1.11207 2.86734 -2.24983 -0.330
H -3.43405 2.26788 -2.66527 0.660
N -2.39436 -4.71458 -2.73672 -0.714
C -2.63136 -4.47846 -4.08243 -0.713
C -2.04184 -3.41007 -4.82346 -0.429
C -1.11442 -2.60628 -4.18346 -1.007
C -0.78568 -2.92666 -2.84048 0.946
C -1.37327 -4.00994 -2.17296 0.271
H -3.45689 -5.01609 -4.52499 0.390
H -2.29552 -3.06108 -5.81354 0.387
H -0.69977 -1.70364 -4.60737 0.444
H -0.20065 -2.17323 -2.33405 0.332
H -1.11092 -4.25441 -1.15423 -0.303
N -0.32898 5.17053 1.95434 -0.764
C 1.00705 5.10639 1.81790 -0.980
C 1.64439 3.85461 1.99166 -1.036
C 0.89511 2.68185 2.05014 1.709
C -0.50856 2.76501 2.20437 -0.266
C -1.09886 4.01988 2.21977 -1.821
H 1.53514 6.02704 1.61814 0.764
H 2.70860 3.69419 1.90159 0.367
H 1.45629 1.76943 1.91247 0.730
H -1.18337 1.93791 2.36849 0.683
H -2.17264 4.08290 2.12265 1.152
N -0.59325 -0.65329 -1.25457 0.092
C -0.49876 0.71581 -1.24619 -1.217
C 0.26224 1.31951 -0.19455 -0.416
C 0.81446 0.49542 0.80628 0.725
C 0.78136 -0.88063 0.61966 -0.171
C 0.20493 -1.37987 -0.42385 0.432
H -0.98824 1.21128 -2.07161 0.346
H 0.31034 2.38824 -0.04657 0.142
H 1.37194 0.92585 1.62503 0.118
H 1.24750 -1.53117 1.34486 -0.170
H 0.03087 -2.44575 -0.42378 0.460
N -2.28441 3.85131 -0.15026 -0.366
C -3.32163 3.98669 0.73010 -0.981
C -3.83815 2.84959 1.46375 -0.637
C -3.42909 1.64159 1.01709 -0.568
C -2.44389 1.52198 0.04464 0.065
C -1.81600 2.63051 -0.49018 1.420
H -3.73395 4.94593 1.00623 0.404
H -4.57514 2.89716 2.25176 0.421
H -3.78241 0.73028 1.47650 0.561
H -2.20925 0.48441 -0.14186 0.918
H -1.00179 2.47380 -1.18222 -1.539
N -1.37233 -3.09347 0.39342 0.114
C -1.54221 -4.06731 1.27037 1.030
C -2.80857 -4.48529 1.71190 -1.252
C -3.94807 -4.10624 1.01280 -0.751
C -3.81945 -3.07177 -0.00035 -1.415
C -2.49865 -2.60753 -0.21848 0.038
H -0.64097 -4.33910 1.79982 -0.466
H -2.85175 -5.08704 2.60768 0.478
H -4.94412 -4.34531 1.35507 0.394
H -4.66781 -2.66494 -0.53061 0.536
H -2.28655 -1.91449 -1.01916 0.759
N 2.39758 1.79884 0.46972 0.375
C 3.33544 1.23959 1.24088 -0.056
C 4.58300 0.97759 0.82480 -1.067
C 4.93581 1.24415 -0.52181 -0.480
C 3.94761 1.72921 -1.34421 -1.684
C 2.72830 2.13708 -0.75525 0.742
H 3.00998 1.11981 2.26369 0.547
H 5.35634 0.54744 1.44392 0.435
H 5.89617 1.10567 -0.99607 0.462
H 4.07057 2.04884 -2.36847 0.570
H 1.90922 2.46511 -1.37807 -0.566
C -0.45573 0.16380 3.83137 -0.938
C 0.53921 -0.98654 3.95694 0.480
C 0.02757 -2.40255 4.13601 0.486
C -0.83253 -2.62040 5.27846 -0.069
N -1.58138 -2.82159 6.18071 -0.669
H 0.00870 1.12439 4.05427 0.488
H -1.26361 0.11672 4.56158 0.602
H -0.85508 0.24160 2.82015 -0.178
H 1.17692 -0.81033 4.82318 0.602
H 1.13695 -0.98761 3.04547 -0.188
H 0.82831 -3.10915 4.35432 0.295
H -0.67274 -2.70509 3.35747 -0.596
C 3.50437 -2.61104 -0.43511 -1.373
C 3.65239 -1.31937 0.41784 0.404
C 3.58005 -1.46447 1.94851 0.112
C 4.03817 -2.76003 2.46675 -0.950
N 4.39119 -3.77974 2.80562 -0.687
H 3.63500 -2.54270 -1.51509 0.455
H 2.44611 -2.83614 -0.30278 -0.237
H 4.15864 -3.40918 -0.08439 0.524
H 2.84390 -0.63578 0.15871 -0.898
H 4.57292 -0.76796 0.22636 0.765
H 2.54842 -1.45479 2.30031 -0.350
H 4.01464 -0.68885 2.57910 1.005
C 0.50771 -4.38818 -0.52551 0.069
C 1.34053 -5.30678 0.17275 -0.808
C 0.86384 -5.47339 1.67692 -1.058
C 1.13791 -4.24498 2.37698 0.505
N 1.32177 -3.19017 2.90525 -0.046
H 0.83621 -4.20644 -1.54883 0.566
H 0.50427 -3.48549 0.08542 -0.729
H -0.54986 -4.65167 -0.53968 0.916
H 2.35641 -4.91613 0.11380 0.214
H 1.34810 -6.26475 -0.34719 0.503
H 1.41961 -6.23090 2.22955 0.660
H -0.12067 -5.92811 1.78682 0.358
C -1.21517 5.69132 -1.81850 -2.067
C -0.32776 5.61425 -0.58881 -0.138
C 0.98827 4.99973 -0.95943 -1.445
C 0.94073 3.63378 -1.48687 1.607
N 0.75078 2.53694 -1.85607 -0.218
H -1.95015 6.48130 -1.66410 0.395
H -1.64368 4.84130 -2.34948 0.479
H -0.61068 6.20992 -2.56265 0.514
H -0.91762 5.26243 0.25759 0.264
H 0.00184 6.56865 -0.17819 0.766
H 1.61383 5.05806 -0.06872 0.217
H 1.58593 5.49324 -1.72581 0.785
```

E_tot, eV: -70268.865
Frontier orbital gap, eV: 7.857